Entry 1:
Below is a molecular structure, C14H61F4N3NbO16, with properties calculated with ωB97M-V with the def2-TZVPD basis set.

Structure (XYZ):
```
99
C14H61F4N3NbO16, DFT ωB97M-V with the def2-TZVPD basis set
Nb 0.461 0.135 -1.639
F 3.433 -1.622 -4.689
F 4.158 -1.130 -2.706
F 1.443 -0.114 -4.605
F 2.975 1.030 -3.495
O 4.033 -6.344 0.392
O 2.761 -0.271 6.925
O -1.863 4.228 -1.825
O 1.373 3.366 -7.485
O -0.136 2.755 -4.969
O 7.818 1.859 1.236
O 1.757 1.226 4.479
O 3.954 -3.918 -1.073
O -6.877 -3.073 -1.260
O 4.814 -8.268 2.751
O -0.445 6.718 -2.930
O -7.171 -0.520 1.850
O -7.665 0.891 -0.878
O -3.625 0.766 5.597
O -4.819 -2.333 2.520
O 5.490 1.977 -0.933
N 3.471 -0.413 0.039
N 1.474 1.620 -0.674
N -3.267 -2.170 0.830
C -2.756 0.457 -1.308
C 1.274 -1.626 -0.447
C 0.866 2.849 -0.127
C 3.011 -1.321 -3.431
C -2.122 -2.959 1.219
C 2.106 -0.081 -3.360
C 1.827 3.605 2.145
C 0.737 2.811 1.408
C -1.454 0.331 -0.468
C -3.603 -1.911 -0.573
C -4.032 -1.637 1.880
C -3.874 -0.185 2.251
C -3.948 -0.466 -0.957
C 2.467 -1.390 0.486
H -1.640 -3.337 0.311
H 4.393 -0.821 0.034
H 2.268 -0.018 7.711
H -7.511 0.804 0.072
H 2.762 3.617 1.568
H -1.371 -2.369 1.767
H 2.018 3.184 3.131
H -0.217 1.398 -2.777
H 2.243 3.156 -7.135
H 1.522 3.691 -0.393
H -7.691 -2.644 -1.531
H 1.454 -2.542 -1.032
H 5.022 -7.790 3.558
H -0.509 2.065 -5.527
H -6.512 -0.974 2.399
H 0.103 7.504 -2.871
H -3.103 1.498 -1.247
H 2.555 0.833 4.847
H -2.395 -3.823 1.843
H -4.769 0.358 1.922
H 7.504 2.588 1.778
H -1.487 3.721 -2.556
H -3.820 -0.122 3.339
H 2.972 -2.354 0.635
H -4.580 -0.540 -1.853
H 1.509 4.649 2.283
H 3.481 0.421 0.609
H -2.996 0.290 1.814
H -4.603 -0.013 -0.202
H -3.044 0.260 6.171
H 0.779 1.757 1.720
H 2.377 1.845 -1.077
H -0.090 6.213 -3.670
H -8.595 1.112 -0.964
H 3.126 -6.093 0.179
H -7.962 -0.486 2.393
H -6.958 -3.191 -0.309
H -0.252 3.186 1.696
H 6.337 1.593 -0.695
H 4.449 -4.360 -0.373
H 5.064 1.315 -1.496
H 8.133 2.285 0.433
H 2.084 -1.097 1.475
H 4.597 -3.392 -1.559
H -0.107 3.040 -0.582
H 4.154 -7.191 -0.047
H -1.385 1.215 0.179
H 1.248 1.467 5.257
H 0.419 -1.891 0.196
H 0.836 3.516 -6.692
H -1.502 -0.549 0.180
H -2.536 0.292 -2.369
H -1.317 5.021 -1.777
H 3.585 -0.637 7.257
H -0.451 -1.117 -2.656
H -2.748 -2.222 -1.185
H -4.455 0.830 6.077
H -4.447 -2.546 -0.853
H 0.647 2.325 -4.598
H 4.870 -7.602 2.055
H 2.496 -2.201 -3.039
```

Computed properties:
Charge ... -1
Calculated total energy ... -2394.3874 Eh
HOMO energy ... -0.1725 Ha
Frontier orbital gap ... 0.2302 Eh

---

Entry 2:
Below is a molecular structure, C14H6Cl5N3ORuS, with properties calculated with ωB97M-V with the def2-TZVPD basis set.

Structure (XYZ):
```
31
C14H6Cl5N3ORuS, DFT ωB97M-V with the def2-TZVPD basis set
Ru 0.774 -1.440 -0.314
Cl -3.391 -1.320 -2.796
Cl 2.001 1.106 -4.796
Cl -0.554 1.196 -6.664
Cl 1.734 -0.202 -1.969
Cl -3.231 -0.011 -5.647
S 1.178 -3.554 0.055
O -0.831 -1.271 -1.371
N -1.689 -0.064 2.491
N 2.894 -1.580 0.954
N 0.003 -0.480 1.152
C 1.883 1.551 3.674
C 0.804 1.763 4.539
C 2.415 -2.622 0.745
C -1.940 -0.648 -3.397
C 0.507 0.279 2.238
C -1.855 -0.064 -4.655
C 1.760 0.812 2.509
C -0.566 0.527 3.090
C 0.372 -0.138 -3.071
C 0.500 0.453 -4.318
C -1.340 -0.617 1.359
C -0.637 0.486 -5.125
C -0.796 -0.701 -2.580
C -0.455 1.259 4.257
H 2.607 0.669 1.853
H -2.635 -0.039 2.849
H -2.010 -1.113 0.675
H -1.300 1.438 4.907
H 0.953 2.344 5.438
H 2.844 1.979 3.920
```

Computed properties:
Charge ... +2
Calculated total energy ... -3569.9754 Eh
ΔE to the lowest compared entry with this formula, charge and spin ... 0.000 eV
HOMO energy (alpha / beta) ... -0.5412 / -0.5418 Ha
Frontier orbital gap (alpha / beta) ... 0.1613 / 0.1626 Eh

---

Entry 3:
Below is a gas-phase ion, C14H8F3N4O7S (charge -1), with properties calculated with ωB97M-V with the def2-TZVPD basis set.

Structure (XYZ):
```
37
C14H8F3N4O7S, DFT ωB97M-V with the def2-TZVPD basis set
S 2.453 0.416 1.638
F 4.513 -0.695 2.870
F 2.713 -1.957 2.864
F 3.929 -1.749 1.037
O 1.862 0.887 2.865
O 3.367 1.209 0.851
O 0.246 3.698 -1.153
O 1.257 -2.663 -0.755
O -2.577 2.413 -3.918
O -2.569 0.330 -4.590
O -0.286 -3.092 -2.253
N -2.151 1.245 -3.841
N 0.934 2.642 -0.462
N 0.358 -2.272 -1.555
N -0.616 3.237 -2.120
C 0.502 1.526 -1.099
C -2.309 -1.427 1.928
C -0.815 -0.473 -2.668
C -2.847 -0.211 2.355
C 0.087 -0.865 -1.699
C -2.076 0.956 2.301
C -0.270 -0.297 1.283
C -0.443 1.875 -2.096
C 0.965 0.114 -0.872
C 3.468 -1.105 2.136
C -1.140 0.887 -2.865
C 1.062 -0.330 0.556
C -0.791 0.914 1.747
C -1.018 -1.471 1.408
H 1.483 -1.338 0.517
H 1.977 0.044 -1.357
H -0.211 1.833 1.676
H -2.458 1.902 2.692
H -1.305 -1.235 -3.276
H -3.861 -0.178 2.758
H -2.871 -2.361 2.015
H -0.564 -2.407 1.080
```

Computed properties:
SMILES string ... O=[N+]([O-])C1=CC(=[N+]([O-])[O-])[C@H]([C@H](c2ccccc2)S(=O)(=O)C(F)(F)F)c2nonc21
Charge ... -1
Calculated total energy ... -1981.5908 Eh
ΔE to the lowest compared entry with this formula, charge and spin ... 0.000 eV
HOMO energy ... -0.1803 Ha
Frontier orbital gap ... 0.2562 Eh

---

Entry 4:
Below is a molecular structure, C14H8IrN4O4S, with properties calculated with ωB97M-V with the def2-TZVPD basis set.

Structure (XYZ):
```
32
C14H8IrN4O4S, DFT ωB97M-V with the def2-TZVPD basis set
Ir 0.218 -0.243 -0.432
S 0.804 -4.687 -1.238
O 4.909 5.426 0.674
O 0.102 1.587 -0.078
O 3.260 6.798 0.976
O 2.250 -0.035 -0.428
N -4.970 -0.883 3.120
N -1.820 -0.280 -0.397
N 3.738 5.716 0.746
N 0.353 -2.013 -0.761
C 2.775 4.603 0.524
C -4.478 -0.695 2.101
C -4.582 -0.254 -0.330
C 2.923 0.987 -0.229
C 0.519 3.832 0.386
C 0.555 -3.205 -0.974
C -3.845 -0.474 0.832
C 2.395 2.296 0.048
C -2.462 -0.480 0.764
C 3.283 3.342 0.256
C -2.526 -0.066 -1.526
C 1.418 4.866 0.592
C -3.904 -0.048 -1.521
C 1.000 2.550 0.114
H -4.437 0.124 -2.445
H 1.085 5.874 0.806
H 4.357 3.202 0.216
H 4.009 0.867 -0.270
H -1.861 -0.647 1.647
H -0.549 3.995 0.431
H -1.959 0.089 -2.433
H -5.663 -0.247 -0.293
```

Computed properties:
Charge ... +2
Calculated total energy ... -1560.0058 Eh
⟨S²⟩ ... 1.234
Spin multiplicity ... 2
HOMO energy (alpha / beta) ... -0.6005 / -0.6070 Ha
Frontier orbital gap (alpha / beta) ... 0.1952 / 0.2273 Eh